{"formula": "C5H5N2OPS", "method": "ωB97M-V with the def2-TZVPD basis set", "species": ["O", "C", "P", "C", "S", "N", "C", "C", "N", "C", "H", "H", "H", "H", "H"], "coordinates": [[1.1408, -1.9429, 0.7071], [1.0056, -1.1360, -0.1155], [2.4484, -0.2158, -0.9281], [1.7789, 1.5343, -0.3974], [1.8531, 2.7991, -1.2669], [-0.2400, -0.7048, -0.4886], [-0.4050, -0.1472, -1.7176], [-1.7651, -0.0047, -1.9185], [-2.4216, -0.3898, -0.8141], [-1.5153, -0.9135, 0.0041], [3.0471, -1.4139, -1.4785], [3.1512, 0.0553, 0.1647], [0.4181, 0.1328, -2.2476], [-2.1933, 0.4872, -2.8864], [-1.6365, -1.2136, 1.0157]], "forces_ev_per_angstrom": [[0.8, -2.7, 2.6], [0.6, 1.9, -0.9], [-0.8, -1.6, -1.1], [-0.8, 0.8, -0.4], [-0.1, 1.4, -0.1], [-1.6, 0.3, -1.3], [-3.0, 0.0, 0.1], [1.6, 1.7, -2.6], [-0.1, -1.6, 1.5], [-0.2, 1.4, -0.5], [0.2, 0.0, 0.1], [1.7, -0.7, 1.5], [1.7, 0.6, -1.7], [0.4, -1.1, 2.3], [-0.4, -0.4, 0.4]], "smiles": "O=C([PH2]=C=S)n1ccnc1", "e_above_lowest_kcal_mol": 59.2, "total_energy_ha": -1117.6543, "total_charge": 0, "gap_ev": 7.780}



{"formula": "C5H5N2OS", "method": "ωB97M-V with the def2-TZVPD basis set", "species": ["C", "C", "C", "C", "C", "N", "N", "O", "S", "H", "H", "H", "H", "H"], "coordinates": [[1.4725, -1.5949, 0.7666], [2.1371, -0.5737, 0.1253], [-0.5704, 0.8024, 1.5445], [-0.8852, -0.2070, -0.5525], [-1.1403, 1.2759, -0.5795], [0.2020, -1.3928, 1.2420], [-0.4076, -0.2386, 0.8075], [-1.2158, 1.7317, 0.7955], [2.8058, 0.1977, -1.1117], [2.0283, -2.3919, 1.1944], [-1.8128, -0.7840, -0.6877], [-0.1387, -0.3540, -1.3456], [-0.3781, 1.8956, -1.0195], [-2.0966, 1.6337, -1.1792]], "forces_ev_per_angstrom": [[-1.7, 3.8, -0.4], [0.8, -1.3, 0.1], [-0.4, 1.1, 1.4], [-0.6, 1.8, -0.9], [-3.0, 2.3, -1.7], [0.8, -2.4, 0.9], [1.7, -1.9, -0.8], [-0.2, -0.3, -0.5], [-0.4, -0.1, 0.1], [0.3, -0.8, 0.1], [0.5, -0.2, 0.0], [-0.1, -0.8, 0.6], [0.8, -0.3, -0.3], [1.5, -0.9, 1.4]], "e_above_lowest_kcal_mol": 110.8, "total_energy_ha": -776.3262, "total_charge": -1, "gap_ev": 5.706}



{"formula": "C5H5N3", "method": "ωB97M-V with the def2-TZVPD basis set", "species": ["C", "C", "C", "N", "C", "N", "N", "C", "H", "H", "H", "H", "H"], "coordinates": [[2.7624, -0.7317, 0.1772], [1.6278, -0.2385, 0.1210], [0.2432, 0.3149, 0.0252], [0.1818, 1.7716, -0.5269], [-0.7577, 0.0184, 1.1824], [-1.8954, -0.3970, 0.6731], [-1.6972, -0.7801, -0.6402], [-0.4195, -0.5496, -0.9963], [3.7510, -1.0163, 0.3682], [-0.7634, 2.0587, -0.3587], [0.7394, 2.1801, 0.2608], [-0.5673, 0.5998, 2.0840], [-0.0216, -0.8651, -1.9539]], "forces_ev_per_angstrom": [[-4.3, 2.1, 0.0], [2.8, -0.5, 0.7], [0.6, -1.8, -1.3], [2.0, -1.8, 2.6], [-0.7, 1.9, -2.0], [2.1, 0.9, 2.5], [3.5, -0.8, -2.3], [-4.5, 0.2, 0.6], [0.7, -0.4, -0.1], [-0.7, 0.3, 0.0], [-0.6, 0.5, -1.2], [-0.7, -0.7, 0.4], [-0.1, 0.2, 0.1]], "smiles": "C#CC1(N)C=NN=C1", "e_above_lowest_kcal_mol": 96.8, "total_energy_ha": -357.6184, "total_charge": 0, "gap_ev": 9.098}



{"formula": "C5H5N3O", "method": "ωB97M-V with the def2-TZVPD basis set", "species": ["C", "C", "C", "C", "C", "N", "N", "N", "O", "H", "H", "H", "H", "H"], "coordinates": [[0.7625, 1.0326, -1.0493], [0.1033, -1.2534, -1.4941], [-1.5911, 0.6570, 2.0937], [2.4415, -0.6358, -1.6764], [1.1022, -0.2927, -1.4339], [0.4955, 2.0238, -0.5488], [-0.7778, -1.9692, -1.5265], [-1.0069, -0.4461, 1.7347], [-2.6890, 1.1363, 1.5438], [-1.3066, 1.2870, 2.9455], [3.0631, 0.2207, -1.5195], [-3.0072, 0.6821, 0.6930], [2.6332, -1.6130, -2.1581], [-0.2227, -0.8293, 2.3959]], "forces_ev_per_angstrom": [[0.3, -3.0, -0.7], [1.8, 2.5, 0.4], [1.8, -2.7, 0.5], [3.1, -1.3, -0.9], [-4.1, 1.4, 0.8], [-0.4, 2.0, 0.6], [-2.4, -2.3, -0.2], [0.3, 0.7, 1.5], [-1.2, 0.0, -2.1], [0.0, -0.2, -0.2], [1.2, -0.4, -0.2], [1.1, 0.4, 1.9], [0.4, 1.1, 0.3], [-1.9, 1.7, -1.5]], "e_above_lowest_kcal_mol": 5.8, "total_energy_ha": -432.8366, "s2": 2.03, "multiplicity": 3, "total_charge": 0, "gap_ev": [8.417, 6.279]}



{"formula": "C5H5N3O3S", "method": "ωB97M-V with the def2-TZVPD basis set", "species": ["C", "C", "C", "C", "C", "N", "N", "N", "O", "O", "O", "S", "H", "H", "H", "H", "H"], "coordinates": [[1.6554, -0.8440, 0.3189], [0.5896, -1.6997, 0.0418], [1.4614, 0.4816, 0.6391], [-0.6742, -1.3961, 0.0312], [-0.7631, 0.5621, 0.2576], [0.2719, 1.1083, 0.5836], [-2.8049, 1.7224, -1.2088], [-1.8865, -2.0507, -0.0467], [-1.9524, -3.0233, 0.7048], [-2.7384, -1.7305, -0.8639], [-3.1641, 0.9205, 1.2466], [-2.3193, 1.3952, 0.1952], [2.5925, -1.2228, 0.2192], [0.8911, -2.8008, -0.1086], [2.4143, 0.9218, 0.9023], [-3.6815, 1.1128, -1.4220], [-1.6884, 2.6388, 0.5872]], "forces_ev_per_angstrom": [[-2.6, 3.3, 0.3], [1.0, -4.7, -0.5], [2.3, -2.9, -0.5], [-0.6, 8.1, 0.5], [-1.9, -6.9, -0.9], [1.6, 2.3, 0.7], [-1.8, -1.8, 0.2], [-1.0, -2.6, -0.4], [-0.4, 0.4, -0.2], [0.6, 0.4, 0.7], [-0.1, -0.8, 0.4], [0.1, 3.7, -0.5], [2.6, -0.9, 0.1], [-0.7, 1.5, 0.2], [-0.6, 1.2, 0.1], [2.1, 1.2, 0.3], [-0.7, -1.5, -0.4]], "e_above_lowest_kcal_mol": 101.3, "total_energy_ha": -981.3937, "total_charge": 0, "gap_ev": 8.368}



{"formula": "C5H5N4P", "method": "ωB97M-V with the def2-TZVPD basis set", "species": ["C", "N", "C", "P", "C", "C", "N", "N", "N", "C", "H", "H", "H", "H", "H"], "coordinates": [[-0.4629, -2.0554, -0.6877], [-0.3156, -0.9082, 0.1529], [-0.3556, -0.9434, 1.5258], [-0.1292, 0.5252, 2.3776], [0.0960, 1.2906, 0.7688], [0.5255, 2.5270, 0.3033], [0.9695, 2.6529, -0.9333], [0.9071, 1.7167, -1.8192], [0.3417, 0.5804, -1.5273], [0.0053, 0.3053, -0.2790], [-1.1337, -1.9026, -1.4219], [0.4966, -2.4219, -1.1427], [-0.7947, -2.9951, -0.0924], [-0.8536, -1.8589, 1.8522], [0.7037, 3.4874, 0.9229]], "forces_ev_per_angstrom": [[2.5, -3.6, 2.3], [0.0, -0.7, 1.3], [-1.5, -0.5, -0.3], [-0.2, 0.0, -0.5], [0.2, -0.9, -0.2], [0.8, 1.0, 1.1], [0.3, 1.7, 0.1], [-0.7, -0.7, -0.5], [0.2, -1.1, -0.8], [0.8, 3.1, 0.5], [-2.3, 0.7, -2.5], [-0.6, 0.8, 0.3], [0.3, 1.9, -0.6], [0.8, 0.2, 0.6], [-0.6, -1.9, -0.8]], "smiles": "Cn1cpc2cnnnc21", "e_above_lowest_kcal_mol": 0.0, "total_energy_ha": -753.8233, "total_charge": 0, "gap_ev": 8.713}



{"formula": "C5H5NO", "method": "ωB97M-V with the def2-TZVPD basis set", "species": ["C", "C", "C", "O", "C", "C", "N", "H", "H", "H", "H", "H"], "coordinates": [[-1.2282, 0.2231, 1.5306], [-0.9640, 0.6782, 0.4413], [-0.2739, 0.3127, -0.7751], [0.2263, 1.3140, -1.6176], [0.8770, -0.7590, -0.5258], [1.1546, -0.7843, 0.9060], [0.8708, -0.5546, 2.0073], [-1.6613, -0.1825, 2.4074], [-1.2169, -0.1492, -1.1363], [-0.0979, 2.1623, -1.2984], [0.5634, -1.7663, -0.8104], [1.7500, -0.4943, -1.1290]], "forces_ev_per_angstrom": [[-1.3, 0.8, -0.2], [0.3, 0.1, 1.0], [-0.9, -0.3, -0.1], [0.0, 0.2, 0.1], [-0.1, -0.1, 0.1], [-0.4, 0.4, 0.7], [1.7, -0.9, -0.4], [0.0, 0.1, 0.3], [1.0, -0.5, -1.4], [0.0, 0.0, -0.1], [-0.1, 0.1, -0.1], [-0.2, 0.1, 0.1]], "smiles": "C#C[C@@H](O)CC#N", "e_above_lowest_kcal_mol": 91.4, "total_energy_ha": -323.3740, "total_charge": 0, "gap_ev": 10.218}



{"formula": "C5H5NO", "method": "ωB97M-V with the def2-TZVPD basis set", "species": ["C", "C", "C", "O", "C", "C", "N", "H", "H", "H", "H", "H"], "coordinates": [[-1.3248, -0.5795, 1.8782], [-0.7955, -0.2704, 0.8472], [-0.4454, 0.0938, -0.5251], [-0.9995, 1.3085, -0.9488], [1.0884, 0.3429, -0.7084], [1.8190, -0.7250, -0.1333], [2.2542, -1.6649, 0.3735], [-1.6992, -0.8584, 2.8316], [-0.7989, -0.7266, -1.1715], [-1.8514, 1.4059, -0.5178], [1.4046, 0.4168, -1.7499], [1.3966, 1.2562, -0.1953]], "forces_ev_per_angstrom": [[0.4, 0.1, 0.0], [-0.6, 0.1, 0.1], [1.2, 0.1, -0.5], [-0.6, 0.4, 0.0], [-0.4, 0.4, -0.2], [0.8, -2.2, 1.1], [0.0, 0.6, -0.3], [-0.1, 0.0, 0.1], [0.4, 0.1, 0.1], [-0.2, 0.1, 0.0], [-0.5, 0.2, -0.1], [-0.4, 0.1, -0.1]], "smiles": "C#C[C@@H](O)CC#N", "e_above_lowest_kcal_mol": 57.7, "total_energy_ha": -323.4278, "total_charge": 0, "gap_ev": 11.322}